# 1
C4H7NO2 | ωB97M-V/def2-TZVPD

## Properties
Net charge   0
Molar mass   101.1 g/mol
LUMO   0.64 eV
E   -9846.6171 eV
SMILES string   C[C@@H](C=O)C(N)=O
Relative energy (zero: lowest compared OMol25 entry of this formula, charge and spin)   15.3 kcal/mol

```
14
Properties=species:S:1:pos:R:3:lowdin_charge:R:1
C 1.296 -0.333 0.589 -0.04
C 0.264 0.332 -0.341 -0.25
C 0.334 0.111 -1.871 -0.21
O 1.357 -0.014 -2.492 0.07
C -1.061 -0.235 0.103 -0.56
O -1.481 -1.240 -0.441 0.06
N -1.628 0.349 1.193 0.17
H 1.128 -1.408 0.742 0.10
H 2.293 -0.185 0.192 0.08
H 1.249 0.121 1.593 0.08
H 0.383 1.424 -0.234 0.15
H -0.645 0.162 -2.407 0.14
H -1.147 1.080 1.690 0.10
H -2.341 -0.165 1.683 0.11
```

# 2
C3H4AgLiO3 | ωB97M-V/def2-TZVPD

## Properties
Net charge   +1
Molar mass   202.9 g/mol
LUMO   -5.84 eV
E   -13514.6420 eV
Spin multiplicity   2
Relative energy (zero: lowest compared OMol25 entry of this formula, charge and spin)   23.4 kcal/mol

```
12
Properties=species:S:1:pos:R:3:mulliken_spin:R:1
O -1.510 1.432 -0.150 0.28
C -2.516 0.802 0.221 0.05
C -2.847 -0.484 -0.294 0.60
H 1.826 -0.795 0.806 0.00
H -3.285 1.332 0.809 0.01
H -2.109 -1.041 -0.873 0.03
H -3.847 -0.889 -0.147 0.03
Li 0.220 1.362 -0.906 0.00
O 1.873 0.669 -0.616 0.00
C 2.445 -0.179 0.099 0.00
O 3.687 -0.308 0.192 0.00
Ag 6.062 -1.902 0.860 0.00
```

# 3
C39H62Cl40N2O2 | ωB97M-V/def2-TZVPD

## Properties
Net charge   0
Molar mass   2009.1 g/mol
LUMO   0.00 eV
E   -549398.0562 eV

```
145
Properties=species:S:1:pos:R:3:lowdin_charge:R:1
C -1.204 -1.538 5.870 0.01
C -1.916 -1.672 4.542 -0.09
C -1.342 -2.490 3.243 -0.26
C -0.909 -4.003 3.810 -0.09
N -0.648 -5.242 4.170 0.08
C -2.559 -2.743 2.174 -0.18
O -3.906 -2.809 2.763 -0.25
C -4.863 -3.138 1.656 -0.13
C 0.032 -1.861 2.584 -0.29
C 1.268 -2.237 3.647 -0.09
N 2.204 -2.889 4.306 0.13
C 0.026 -0.191 2.534 -0.12
C -1.318 0.437 1.836 -0.12
C -1.606 0.434 0.193 -0.04
C -3.004 1.078 -0.387 -0.20
C -4.178 1.742 0.555 -0.22
C -5.609 2.358 0.021 -0.19
C -3.894 1.795 2.175 -0.10
C -2.498 1.157 2.751 -0.02
C 0.353 -2.357 1.058 -0.05
C 1.982 -3.083 1.044 -0.16
C 3.269 -1.925 0.917 -0.04
O 2.779 -2.927 -0.292 -0.24
H -0.421 -2.301 6.286 0.00
H -1.391 -0.563 6.533 0.08
H -2.957 -1.092 4.483 0.07
H -2.359 -3.816 1.689 0.14
H -2.567 -1.992 1.256 0.13
H -4.552 -2.645 0.630 0.00
H -5.959 -2.759 1.879 0.07
H -4.826 -4.316 1.468 0.12
H 0.949 0.145 1.860 0.13
H 0.094 0.287 3.619 0.13
H -0.841 -0.007 -0.575 0.02
H -3.187 1.066 -1.555 -0.03
H -5.703 3.469 0.388 0.10
H -5.623 2.226 -1.143 -0.01
H -6.455 1.649 0.458 0.02
H -4.685 2.264 2.921 -0.03
H -2.294 1.201 3.912 0.08
H 0.497 -1.505 0.270 0.11
H -0.261 -3.281 0.688 0.13
H 2.175 -4.089 1.769 0.17
H 4.383 -2.321 0.962 0.12
H 2.933 -0.823 0.713 0.01
C -3.049 4.720 -2.467 -0.98
Cl -2.655 3.472 -1.278 0.66
Cl -3.517 4.001 -4.012 0.50
H -3.879 5.322 -2.089 0.03
H -2.173 5.355 -2.620 -0.07
C 5.073 0.383 -1.388 -1.05
Cl 3.455 0.886 -0.883 0.56
Cl 6.317 1.369 -0.610 0.51
H 5.223 -0.663 -1.112 0.02
H 5.158 0.494 -2.472 -0.04
C 4.973 -0.680 5.751 -1.03
Cl 4.266 0.446 4.587 0.48
Cl 6.651 -1.054 5.336 0.49
H 4.945 -0.229 6.746 0.03
H 4.392 -1.606 5.749 0.01
C -3.180 5.174 -7.640 -1.01
Cl -1.628 5.931 -7.264 0.55
Cl -3.044 4.106 -9.042 0.53
H -3.508 4.588 -6.777 -0.02
H -3.914 5.954 -7.856 0.03
C 1.247 1.978 -3.717 -1.02
Cl 0.147 1.278 -2.522 0.53
Cl 0.977 1.277 -5.317 0.50
H 1.078 3.056 -3.767 -0.02
H 2.277 1.780 -3.410 0.00
C 7.191 0.018 -4.948 -1.03
Cl 7.065 -0.909 -3.448 0.54
Cl 6.707 1.700 -4.699 0.51
H 8.226 -0.007 -5.296 -0.08
H 6.538 -0.433 -5.700 0.04
C 0.369 -4.070 8.780 -1.02
Cl -1.029 -3.168 9.376 0.49
Cl 0.098 -4.648 7.132 0.53
H 1.245 -3.416 8.788 0.03
H 0.544 -4.928 9.434 0.03
C -7.688 4.010 -4.312 -1.00
Cl -7.100 5.421 -5.200 0.50
Cl -6.478 3.436 -3.158 0.52
H -8.596 4.285 -3.769 0.03
H -7.911 3.210 -5.022 0.03
C 0.249 6.463 -4.322 -0.99
Cl 0.123 5.537 -2.821 0.60
Cl -0.234 8.145 -4.073 0.52
H 1.285 6.439 -4.669 0.04
H -0.403 6.013 -5.074 -0.05
C -8.268 2.280 3.125 -0.95
Cl -8.975 3.407 1.961 0.52
Cl -6.591 1.907 2.711 0.60
H -8.296 2.732 4.120 0.04
H -8.849 1.355 3.124 0.03
C 2.722 6.725 -0.631 -1.05
Cl 3.147 5.009 -0.604 0.49
Cl 3.675 7.597 -1.838 0.50
H 1.662 6.825 -0.875 -0.02
H 2.917 7.155 0.354 0.03
C 11.048 0.864 -4.559 -0.97
Cl 9.798 0.938 -3.311 0.53
Cl 10.631 -0.315 -5.808 0.58
H 11.151 1.850 -5.019 0.04
H 11.995 0.573 -4.097 -0.02
C -2.263 0.309 -9.066 -1.03
Cl -0.949 0.006 -7.922 0.49
Cl -3.743 -0.519 -8.568 0.49
H -2.455 1.384 -9.112 -0.03
H -1.966 -0.055 -10.053 0.03
C -4.030 -1.563 -3.388 -0.96
Cl -4.156 -2.490 -1.888 0.53
Cl -4.514 0.119 -3.139 0.56
H -2.994 -1.588 -3.735 0.04
H -4.682 -2.013 -4.140 0.03
C -6.278 -0.479 6.169 -1.00
Cl -5.853 -2.195 6.196 0.51
Cl -5.325 0.393 4.962 0.54
H -7.338 -0.379 5.925 0.03
H -6.083 -0.049 7.154 0.03
C -7.998 -2.863 -0.508 -1.01
Cl -8.742 -2.790 -2.110 0.51
Cl -6.945 -1.470 -0.232 0.52
H -8.786 -2.870 0.250 0.03
H -7.405 -3.778 -0.432 0.03
C 10.571 -2.766 -8.389 -1.06
Cl 12.217 -3.033 -8.975 0.50
Cl 9.654 -4.278 -8.356 0.50
H 10.615 -2.355 -7.378 -0.05
H 10.067 -2.059 -9.053 0.03
C 11.722 -1.013 -0.404 -1.02
Cl 12.147 -2.728 -0.377 0.51
Cl 12.675 -0.140 -1.611 0.52
H 10.662 -0.912 -0.648 0.02
H 11.917 -0.582 0.581 0.03
C 8.691 -4.348 5.333 -1.03
Cl 9.279 -2.938 4.444 0.47
Cl 9.901 -4.923 6.487 0.50
H 7.784 -4.074 5.876 0.02
H 8.469 -5.149 4.623 0.03
C -7.330 -4.824 8.716 -1.04
Cl -7.456 -5.751 10.216 0.50
Cl -7.814 -3.142 8.964 0.47
H -6.294 -4.849 8.368 0.03
H -7.982 -5.275 7.963 0.03
```

# 4
C6H8N3S | ωB97M-V/def2-TZVPD

## Properties
Net charge   +1
Molar mass   154.2 g/mol
LUMO (alpha / beta)   -3.93 / -8.24 eV
E   -21644.4457 eV
Spin multiplicity   3
Relative energy (zero: lowest compared OMol25 entry of this formula, charge and spin)   2.9 kcal/mol

```
18
Properties=species:S:1:pos:R:3:mulliken_spin:R:1
C 1.807 0.907 0.061 0.58
C -0.372 0.052 -2.408 -0.09
C 1.571 -1.328 0.530 0.15
C 0.576 1.218 -0.601 -0.02
C -0.666 -0.273 0.287 0.17
C -1.808 0.274 1.132 -0.01
N 2.262 -0.287 0.224 0.07
N 0.340 0.955 -1.917 0.31
N 0.207 -1.268 0.831 0.16
S -1.249 -0.886 -1.286 0.65
H 2.357 1.671 0.579 0.01
H -0.571 -0.124 -3.460 0.00
H 1.994 -2.368 0.645 0.00
H 0.002 2.206 -0.266 0.02
H -1.885 -0.446 2.036 0.01
H -2.694 0.217 0.634 0.00
H -1.767 1.342 1.503 0.01
H -0.106 -1.861 1.474 -0.01
```